Below is C2H3NO in the gas phase, with properties calculated with ωB97M-V/def2-TZVPD.

Geometry as XYZ:
```
7
Properties=species:S:1:pos:R:3:forces:R:3:mulliken_charge:R:1
C 2.749 -0.240 -0.008 -7.9 -4.5 -0.4 0.2548
C 0.217 -0.154 0.105 -0.3 1.8 -2.2 -0.4742
N 3.634 0.458 -0.018 2.5 1.7 0.1 -0.2888
O 1.252 -1.094 -0.071 6.0 2.2 0.1 -0.2196
H 0.059 0.544 -0.834 -0.1 -1.9 1.2 0.2284
H 0.521 0.625 0.778 -0.5 -0.2 1.3 0.2792
H -0.636 -0.821 0.342 0.3 1.0 0.1 0.2204
```
Forces are in eV/Å.

Maximum force: 9.08 eV Å⁻¹
Electronic energy: -5656.262 eV
Multiplicity: 1
HOMO level: -0.419 Ha
Relative energy (zero: lowest compared OMol25 entry of this formula, charge and spin): 84.00 kcal/mol
Net charge: 0
Lowest unoccupied orbital energy: -0.8 eV